Record 1
Below is a gas-phase ion, C4H9N2 (charge +1), with properties calculated with ωB97M-V/def2-TZVPD.

Summary:
- relative energy (zero: lowest compared OMol25 entry of this formula, charge and spin) (eV) = 2.8353
- F_max (eV Å⁻¹) = 5.1
- frontier orbital gap (Ha) = 0.3259
- 2S+1 = 1
- SMILES = C=[NH+]/C(C)=N/C
- total charge = +1

Atoms and positions in Å:
C  -1.594  1.597  -1.242
N  -0.452  1.459  -0.786
C  0.101  0.278  -0.142
C  -0.820  -0.984  -0.014
N  1.286  0.394  0.240
C  2.047  -0.455  1.135
H  -1.816  2.484  -1.835
H  -2.271  0.791  -1.257
H  0.341  2.178  -0.991
H  -0.107  -1.719  0.219
H  -1.307  -0.998  -0.958
H  -1.345  -0.824  0.821
H  2.294  -1.332  0.657
H  2.893  0.171  1.526
H  1.525  -0.777  2.073

Record 2
Below is a single C4H8N2O2S2 molecule, with properties calculated with ωB97M-V/def2-TZVPD.

Summary:
- relative energy (zero: lowest compared OMol25 entry of this formula, charge and spin) (eV) = 4.1406
- F_max (eV Å⁻¹) = 3.7
- frontier orbital gap (Ha) = 0.2960
- 2S+1 = 1
- SMILES = C[C@@H]1C=CSN1S(N)(=O)=O
- total charge = 0

Atoms and positions in Å:
C  1.164  -1.255  0.692
C  0.435  -0.325  -0.300
C  1.192  0.783  -0.941
C  0.898  2.039  -0.575
S  -0.392  2.245  0.599
N  -0.819  0.250  0.361
S  -2.246  -0.218  -0.283
N  -3.224  -0.055  1.103
O  -2.878  0.686  -1.167
O  -2.088  -1.521  -0.802
H  1.169  -0.668  1.579
H  2.150  -1.524  0.165
H  0.707  -2.227  0.847
H  -0.054  -0.889  -1.177
H  1.840  0.623  -1.813
H  1.583  2.801  -0.943
H  -2.674  0.627  1.579
H  -4.139  0.327  0.935

Record 3
Below is a molecular structure, C21H24GeNReS4Sb, with properties calculated with ωB97M-V/def2-TZVPD.

Summary:
- relative energy (zero: lowest compared OMol25 entry of this formula, charge and spin) (eV) = 2.0464
- F_max (eV Å⁻¹) = 0.6
- frontier orbital gap (alpha / beta) (Ha) = 0.1595 / 0.1174
- 2S+1 = 2
- <S²> = 0.754
- total charge = +2

Atoms and positions in Å:
Re  -0.109  0.787  2.358
S  0.905  -2.205  5.579
Sb  0.684  -0.086  5.188
S  -1.500  0.426  4.052
S  1.942  0.357  2.853
S  1.294  1.859  6.299
C  -2.392  -1.921  1.645
Ge  -0.760  -1.298  0.807
C  0.535  -2.715  0.731
C  1.756  -2.877  1.374
C  2.511  -4.028  1.160
C  2.047  -5.017  0.303
C  0.827  -4.859  -0.344
C  0.069  -3.715  -0.132
C  -1.045  -0.540  -0.894
C  -2.327  -0.498  -1.371
C  -2.594  -0.056  -2.693
C  -1.570  0.340  -3.488
C  -0.221  0.310  -3.030
C  0.847  0.710  -3.872
C  2.134  0.659  -3.441
C  2.421  0.207  -2.128
C  1.413  -0.167  -1.296
C  0.056  -0.131  -1.718
H  -2.766  -2.728  1.012
H  -3.148  -1.139  1.714
H  -2.173  -2.319  2.634
H  2.153  -2.123  2.043
H  3.461  -4.150  1.664
H  2.635  -5.910  0.136
H  0.464  -5.623  -1.019
H  -0.876  -3.609  -0.661
H  -3.162  -0.806  -0.749
H  -3.612  -0.042  -3.061
H  -1.768  0.688  -4.495
H  0.619  1.049  -4.876
H  2.941  0.954  -4.100
H  3.451  0.148  -1.795
H  1.657  -0.511  -0.295
C  -1.630  3.099  -0.475
C  -0.433  3.293  0.458
C  -0.719  4.405  1.477
C  0.858  3.557  -0.309
N  -0.264  2.048  1.251
H  -1.773  4.036  -1.015
H  -2.539  2.874  0.086
H  -1.447  2.301  -1.191
H  -0.856  5.334  0.926
H  0.119  4.531  2.164
H  -1.628  4.195  2.042
H  0.742  4.496  -0.851
H  1.060  2.757  -1.025
H  1.709  3.652  0.369